Computed, not measured: C11H14N3S2Sc as an isolated structure, with the ωB97M-V functional and the def2-TZVPD basis.

Last column: Löwdin charge in e.
Element x y z (Å)
Sc1 -0.256 0.913 0.496  0.947
C1 1.856 -0.490 3.285  -0.002
C2 1.336 0.755 2.635  -0.297
C3 0.114 1.332 3.038  -0.043
C4 -0.335 2.541 2.495  -0.067
C5 0.416 3.190 1.506  -0.075
C6 1.617 2.617 1.075  -0.066
C7 2.069 1.413 1.631  -0.064
H1 1.048 -1.144 3.611  0.103
H2 2.425 -0.205 4.173  0.120
H3 2.522 -1.043 2.626  0.096
H4 -0.476 0.839 3.802  0.149
H5 -1.271 2.968 2.832  0.145
H6 0.068 4.121 1.078  0.144
H7 2.206 3.106 0.308  0.145
H8 3.003 0.985 1.288  0.147
S1 -4.060 2.622 -1.578  0.904
C8 -2.844 1.949 -0.921  -0.897
N1 -1.881 1.404 -0.401  -0.134
S2 0.882 -1.046 -0.458  0.711
C9 -0.025 -1.746 -1.768  -0.740
N2 0.407 -2.824 -2.387  0.059
C10 -0.519 -3.265 -3.444  -0.070
C11 -1.602 -2.162 -3.412  -0.071
N3 -1.164 -1.322 -2.281  0.059
H9 1.251 -3.310 -2.128  0.161
H10 -0.918 -4.248 -3.203  0.133
H11 -0.002 -3.312 -4.399  0.133
H12 -2.595 -2.561 -3.222  0.132
H13 -1.620 -1.574 -4.327  0.132
H14 -1.651 -0.503 -1.953  0.108

Values from the calculation:
energy above the lowest of the compared OMol25 structures with the same formula, charge and spin = 0.0 kJ/mol
total charge = +2
2S+1 = 1
HOMO energy = -0.5829 hartree
E_tot = -58463.1994 eV
HOMO-LUMO gap = 7.86 eV